C30H100N20O30 | ωB97M-V with the def2-TZVPD basis set

```
180
C30H100N20O30 ωB97M-V with the def2-TZVPD basis set
C 2.7619 1.1267 -4.0075
C 2.3485 2.2993 -3.1074
O 2.4199 2.0092 -1.7813
O 4.1462 1.2784 -4.2029
H 2.4097 1.0084 -5.0322
H 2.4430 0.2972 -3.3763
H 1.3880 2.7458 -3.3648
H 3.0131 3.1619 -3.1563
H 1.6862 1.4698 -1.4774
H 4.4981 1.3260 -3.3109
C 5.6744 -3.6375 -4.6323
C 4.7412 -3.4703 -3.3527
O 3.7639 -2.5816 -3.7518
O 6.0756 -2.2871 -4.9825
H 5.0862 -3.9511 -5.4947
H 6.6400 -4.1083 -4.4475
H 5.4033 -3.1521 -2.5475
H 4.2506 -4.3501 -2.9364
H 3.0948 -2.4084 -3.0855
H 5.2991 -1.7411 -4.8392
C -0.4820 5.5490 -3.0593
C -1.5218 4.4075 -3.4714
O -1.0117 3.3888 -4.3581
O 0.0632 6.2167 -4.1732
H 0.3210 5.2552 -2.3833
H -0.9664 6.2609 -2.3910
H -2.3222 4.8932 -4.0297
H -1.8332 3.8672 -2.5774
H -0.6738 3.7969 -5.1586
H -0.6011 6.3749 -4.8479
C -0.3799 0.3806 -2.0028
C -1.2935 0.5206 -0.8169
O -0.6395 1.0695 0.3330
O 0.6806 -0.4262 -1.4958
H -0.0630 1.3396 -2.4125
H -0.9569 -0.0988 -2.7937
H -1.6552 -0.4884 -0.6191
H -2.2708 0.9996 -0.8768
H 0.2007 0.6273 0.4747
H 0.4000 -1.3429 -1.4449
C 1.8407 -1.1619 2.1118
C 2.9326 -2.2690 2.3557
O 3.0885 -2.9988 1.1016
O 2.2410 -0.3667 1.0320
H 1.8782 -0.5332 3.0015
H 0.8556 -1.5617 1.8711
H 2.5850 -2.9540 3.1290
H 3.8677 -1.8019 2.6648
H 3.3362 -2.4076 0.3871
H 2.7243 -0.8838 0.3835
C -3.7815 -2.6527 -1.7940
C -3.2377 -2.6380 -3.2576
O -3.2008 -1.3068 -3.8763
O -4.9388 -1.9184 -1.7434
H -3.0583 -2.0860 -1.2076
H -4.0836 -3.6519 -1.4801
H -3.8949 -3.1139 -3.9855
H -2.2380 -3.0709 -3.2916
H -2.8394 -1.4235 -4.7580
H -5.2094 -1.7774 -2.6536
C -3.3996 -5.1017 3.5283
C -3.9875 -4.7850 2.1524
O -2.9455 -4.6514 1.2146
O -4.1872 -5.7413 4.4726
H -3.0064 -4.2468 4.0785
H -2.5570 -5.7906 3.4680
H -4.6486 -3.9196 2.2001
H -4.5379 -5.7110 1.9858
H -2.9168 -3.7245 0.9663
H -3.5193 -6.2022 4.9855
C -5.7123 2.6572 1.4405
C -6.2744 4.0528 1.5190
O -7.5163 4.3093 0.8713
O -6.5715 1.6398 2.0334
H -4.6775 2.7068 1.7791
H -5.5189 2.3787 0.4045
H -5.5136 4.7129 1.1024
H -6.3539 4.3670 2.5597
H -8.2287 3.8827 1.3530
H -7.5121 1.8319 2.0298
C 0.4308 -1.8314 -5.3188
C -0.1016 -1.0269 -6.5253
O 0.5239 0.2027 -6.7157
O 1.4937 -2.7575 -5.7687
H -0.3918 -2.3806 -4.8609
H 0.8475 -1.2081 -4.5276
H -1.1245 -0.6947 -6.3476
H -0.2813 -1.7292 -7.3393
H 0.1530 0.7845 -7.3832
H 2.2410 -2.7537 -5.1662
C -1.7785 5.4207 2.1136
C -1.9807 4.5811 0.7919
O -0.7228 3.9603 0.4150
O -2.9388 5.8196 2.8299
H -1.1274 6.2355 1.7971
H -1.1409 4.8880 2.8192
H -2.2645 5.2828 0.0075
H -2.7542 3.8241 0.9212
H -0.7429 3.0070 0.5269
H -2.5632 6.1184 3.6614
C -3.9949 -0.8294 1.5277
O -3.1253 -1.6171 1.3982
N -4.0000 0.0051 2.5646
N -5.0816 -0.6131 0.7824
H -3.3030 -0.1054 3.2872
H -4.7645 0.6646 2.5382
H -5.8488 -0.0326 1.0896
H -5.0200 -1.0534 -0.1245
C -1.8302 -0.0075 5.4213
O -1.2355 -1.0496 5.5187
N -3.1233 0.0173 5.5481
N -1.3567 1.1801 5.1078
H -3.3935 -0.8785 5.9284
H -3.6238 0.8912 5.4711
H -1.9648 1.9847 5.1618
H -0.3532 1.2942 5.1223
C 4.7973 4.5665 -0.7880
O 5.6602 3.8521 -1.2905
N 3.4631 4.4755 -0.9104
N 5.0671 5.5816 -0.0336
H 3.1793 3.5126 -1.0220
H 3.0338 5.1150 -0.2571
H 6.0757 5.5745 0.0179
H 4.4244 6.1867 0.4573
C 0.8968 3.7441 5.9406
O 0.1469 4.5445 5.3514
N 0.9526 3.7436 7.2447
N 1.4460 2.6643 5.4532
H 0.3542 4.4143 7.7053
H 1.4522 3.0693 7.8068
H 1.7018 2.6388 4.4764
H 2.1201 2.2816 6.1006
C -0.1068 -3.8306 3.6000
O 0.3669 -4.5405 2.7253
N 0.2258 -3.8910 4.8414
N -0.9867 -2.9041 3.4929
H -0.4031 -3.5576 5.5580
H 0.9773 -4.5210 5.0832
H -1.1617 -2.3896 4.3442
H -1.5599 -2.8760 2.6618
C -0.1162 -3.6283 -0.9429
O 0.2489 -2.9879 -1.8835
N -0.9045 -4.6772 -0.9508
N 0.4195 -3.5383 0.2602
H -1.3332 -4.9946 -0.0931
H -1.3555 -4.9463 -1.8135
H 1.1805 -2.9047 0.4591
H 0.2891 -4.3118 0.8964
C 2.8443 -6.8057 1.1526
O 2.6826 -7.9860 1.4161
N 3.6129 -6.1136 1.9171
N 2.2014 -6.0752 0.2691
H 3.6827 -5.1228 1.7340
H 3.9244 -6.5729 2.7610
H 1.6710 -6.5888 -0.4201
H 2.5343 -5.1335 0.1188
C 5.1648 1.6603 3.2559
O 4.6702 0.8845 4.0060
N 6.4172 1.9701 3.3475
N 4.5495 2.3715 2.3156
H 6.7497 2.7173 2.7548
H 6.9410 1.4585 4.0432
H 3.7049 1.9573 1.9480
H 5.0692 3.1610 1.9596
C 4.9433 -0.6120 -0.8691
O 3.9543 -1.2604 -0.8898
N 4.9671 0.5629 -1.1785
N 6.2215 -0.9782 -0.5601
H 5.8094 1.1174 -1.1208
H 4.0829 1.0412 -1.2757
H 6.9739 -0.4749 -1.0081
H 6.2305 -1.9847 -0.4771
C -4.8443 2.2032 -2.9809
O -5.8998 2.6049 -2.6116
N -4.3737 1.0483 -2.4967
N -4.0710 2.8267 -3.8726
H -4.9138 0.6688 -1.7323
H -3.5944 0.5375 -2.8863
H -3.2477 2.4279 -4.3007
H -4.3892 3.7175 -4.2266
```

Summary:
* Kohn-Sham gap: 8.73 eV
* relative energy (zero: lowest compared OMol25 entry of this formula, charge and spin): 157.2 kcal per mole
* E: -123959.13259 eV
* max |F|: 10.53 eV Å⁻¹
* LUMO level: -0.07 eV

=====

C29H77MgN3O13 | ωB97M-V with the def2-TZVPD basis set

```
123
C29H77MgN3O13 ωB97M-V with the def2-TZVPD basis set
Mg -0.3123 -4.0239 1.4412
O -0.9993 -2.9749 -0.1268
C -1.2444 -1.6434 0.3924
C -0.7577 -1.3730 1.8947
O -0.5388 -2.4891 2.7638
H -2.3179 -1.5116 0.2570
H -0.8934 -0.8464 -0.2632
H -1.5808 -0.8005 2.3223
H 0.0156 -0.6079 1.8263
C 3.3010 4.1901 7.1624
C 3.0283 3.7564 5.7074
C 3.9680 2.5631 5.3992
C 3.6163 1.8300 4.0758
C 2.1628 1.3774 4.0020
C 1.1323 2.5359 4.3844
N 1.6017 3.3417 5.5357
O 0.6825 4.2561 6.0175
C 0.8924 3.3861 3.1537
C -0.2127 1.8978 4.7630
C 3.4163 5.0670 4.9069
H 2.5647 4.9380 7.4567
H 4.2881 4.6219 7.3276
H 3.1942 3.3651 7.8666
H 4.9840 2.9446 5.2970
H 4.0299 1.7734 6.1480
H 4.3612 1.0497 3.9200
H 3.7924 2.5570 3.2830
H 1.9258 0.4451 4.5147
H 2.0411 1.1631 2.9402
H 1.8200 3.6836 2.6648
H 0.1903 3.1257 2.3616
H 0.3861 4.2801 3.5176
H -0.9450 2.6674 5.0071
H -0.6546 1.3511 3.9300
H -0.2044 1.3102 5.6810
H 2.7927 5.8621 5.3156
H 3.1409 4.8571 3.8734
H 4.4585 5.3814 4.9621
H 0.7292 4.1958 6.9744
C 5.6461 2.0663 -1.8860
C 4.9799 0.6701 -2.0761
C 4.8139 0.1080 -0.7271
C 3.7314 -0.9975 -0.5009
C 2.3970 -0.6243 -1.2117
C 2.5347 -0.1691 -2.5937
N 3.6071 0.8270 -2.6911
O 3.6285 1.5413 -3.9034
C 2.7035 -1.3261 -3.5690
C 1.1395 0.5209 -2.8992
C 5.9484 -0.2612 -2.8627
H 6.5801 1.9629 -1.3338
H 4.9342 2.7014 -1.3588
H 5.7599 2.7092 -2.7588
H 5.7672 -0.3649 -0.4911
H 4.7138 0.7983 0.1105
H 3.6158 -1.0834 0.5795
H 4.0980 -1.9819 -0.7918
H 1.8239 0.0133 -0.5386
H 1.7384 -1.4924 -1.2347
H 1.7789 -1.8986 -3.6423
H 2.9348 -0.9701 -4.5729
H 3.5529 -1.9633 -3.3225
H 0.2887 -0.1398 -2.7326
H 0.9868 1.3866 -2.2547
H 1.0706 0.7785 -3.9561
H 5.5614 -1.2778 -2.7925
H 6.9206 -0.1226 -2.3897
H 6.1486 0.0098 -3.8993
H 3.1024 2.3161 -3.6926
C -2.3912 0.5832 -5.2207
C -3.5122 0.6996 -4.0647
C -4.2830 1.9629 -4.3931
C -5.2124 1.8190 -5.5577
C -6.1852 0.6947 -5.3278
C -5.5653 -0.6822 -4.9439
N -4.4748 -0.4408 -3.9664
O -3.8027 -1.4602 -3.4096
C -6.7258 -1.4871 -4.2990
C -5.0131 -1.3018 -6.2345
C -2.7964 0.9772 -2.7176
H -1.8422 1.5224 -5.2881
H -2.7633 0.2194 -6.1784
H -1.6517 -0.1950 -5.0315
H -4.7944 2.2663 -3.4796
H -3.6568 2.8299 -4.6037
H -4.7227 1.7261 -6.5271
H -5.7330 2.7755 -5.6052
H -6.7301 0.6552 -6.2710
H -6.9250 1.0382 -4.6047
H -7.5378 -1.5637 -5.0222
H -6.2633 -2.4532 -4.0971
H -7.2746 -1.0020 -3.4919
H -5.8000 -1.8111 -6.7908
H -4.5955 -0.6323 -6.9864
H -4.2097 -2.0003 -6.0005
H -2.2066 1.8888 -2.8138
H -2.0153 0.2333 -2.5611
H -3.4901 1.0743 -1.8825
H -3.0878 -1.6135 -4.0318
O -0.2001 -5.7706 0.2947
H 0.4262 -5.9568 -0.4048
H -0.6911 -6.5854 0.4004
O -2.9007 -3.2550 4.5859
H -1.9955 -2.9617 4.4818
H -3.1884 -3.4656 3.6976
O 0.1071 -5.1655 3.0417
H 0.8588 -5.7013 3.2945
H -0.2218 -4.8089 3.8668
O -0.3663 -3.6178 -2.7888
H -0.7568 -3.2622 -1.9905
H 0.4361 -4.0475 -2.4926
O -4.1610 -3.5132 -0.0715
H -4.8116 -2.8777 -0.3700
H -3.3590 -3.2710 -0.5345
O -2.3520 -4.7123 1.7277
H -2.9953 -4.3294 1.1311
H -2.8746 -5.2077 2.3583
O 1.4662 -2.1255 4.9741
H 0.8395 -2.0037 5.6873
H 0.9311 -2.1179 4.1805
O -3.2102 -0.6334 4.7766
H -3.1713 -1.5570 5.0250
H -2.9095 -0.6165 3.8680
```

Summary:
* spin multiplicity: 2
* Kohn-Sham gap (spin up / spin down): 6.91 / 2.84 eV
* total charge: +1
* E: -67844.60406 eV
* ⟨S²⟩: 0.754
* max |F|: 4.27 eV Å⁻¹
* LUMO level (spin up / spin down): -2.37 / -6.43 eV

=====

C55H64ClCsGe2O4S4 | ωB97M-V with the def2-TZVPD basis set

```
131
C55H64ClCsGe2O4S4 ωB97M-V with the def2-TZVPD basis set
Cs 1.7441 3.3315 -0.9526
C 2.5051 0.6712 5.4526
C 1.0922 0.3967 5.0859
C 0.5752 -0.8872 5.0618
C -0.7581 -1.1621 4.7058
C -1.1542 -2.5791 4.7333
C -1.5580 -0.0950 4.1769
C -1.1396 1.1985 4.4931
C -2.0828 2.3689 4.4312
C 0.1990 1.4529 4.7684
C -2.8965 -0.3678 3.5134
C -3.9838 -0.9491 4.2211
C -5.2162 -1.0032 3.5684
C -5.4073 -0.4196 2.3417
C -4.3599 0.2284 1.6473
C -3.1423 0.1009 2.2197
Ge -1.4872 0.0882 0.9872
S -1.1698 2.2245 1.0064
S -1.9241 -1.2172 -0.8226
Ge 0.4201 -1.4117 -0.7256
S 1.5396 -0.1649 -2.0610
S 0.4652 -0.8645 1.4750
C 0.7478 -3.3585 -0.8292
C -0.1770 -4.2497 -1.3385
C -0.0779 -5.5766 -0.9330
C 0.9051 -6.0429 -0.0891
C 1.8908 -5.1750 0.4134
C 1.8551 -3.8370 -0.0928
C 2.9767 -2.8978 0.3057
C 3.4097 -2.5782 1.6765
C 2.7019 -3.1181 2.8738
C 4.5352 -1.7461 1.8868
C 5.3523 -1.3109 0.8601
C 6.6237 -0.5170 1.1107
C 4.8813 -1.5613 -0.4805
C 3.8205 -2.3688 -0.7488
C 3.6131 -2.7151 -2.1446
C -1.2146 -3.9316 -2.3742
C -2.5830 -4.1786 -2.1867
C -3.1083 -4.7158 -0.9133
C -3.5297 -3.8348 -3.1108
C -3.1944 -3.3465 -4.3654
C -4.2167 -2.7165 -5.2487
C -1.8344 -3.0672 -4.5586
C -0.8412 -3.3932 -3.6266
C 0.5589 -3.1059 -4.0644
C -4.5703 0.8290 0.2901
C -4.5351 2.2726 0.0869
C -4.4255 3.2770 1.2812
C -4.5671 2.7434 -1.2016
C -4.8818 1.9635 -2.3418
C -4.8907 2.4414 -3.7918
C -5.2376 0.6334 -2.0284
C -4.9266 0.0342 -0.8312
C -4.9663 -1.4891 -0.8039
H 3.0052 -0.3390 5.6203
H 2.6012 1.2774 6.3546
H 3.0069 1.2687 4.6357
H 1.1369 -1.7776 5.4331
H -0.7296 -3.0931 3.8316
H -2.2213 -2.7559 4.7901
H -0.7565 -3.0766 5.6179
H -3.1126 2.1231 4.6502
H -2.0633 2.7605 3.3486
H -1.8093 3.3041 4.9918
H 0.5078 2.4793 4.7627
H -3.8480 -1.2289 5.2568
H -6.1397 -1.3578 4.0621
H -6.4501 -0.3583 1.9875
H -0.8952 -6.2706 -1.2881
H 0.8489 -7.0685 0.2846
H 2.5882 -5.5152 1.1276
H 2.9890 -2.5009 3.7125
H 2.9700 -4.1318 3.2114
H 1.5380 -3.1014 2.7481
H 4.7025 -1.4965 2.9170
H 7.4205 -0.7507 0.3021
H 6.9687 -0.7834 2.1363
H 6.4458 0.5789 1.1337
H 5.4843 -1.2369 -1.3153
H 4.4709 -2.3652 -2.8006
H 2.6969 -2.2373 -2.5724
H 3.5480 -3.7800 -2.2091
H -2.9280 -5.8086 -0.8606
H -4.1928 -4.6448 -0.8348
H -2.6680 -4.2721 -0.0297
H -4.5929 -3.8658 -2.8168
H -4.3414 -1.6759 -5.0645
H -5.2142 -3.1125 -5.0006
H -4.0872 -2.9163 -6.3134
H -1.5915 -2.4986 -5.4798
H 0.6870 -3.1511 -5.1593
H 1.2528 -3.8209 -3.6485
H 0.8625 -2.0812 -3.6889
H -5.2906 3.0482 1.9062
H -4.5915 4.2830 0.8471
H -3.4188 3.1747 1.7175
H -4.3216 3.8170 -1.3038
H -4.1274 3.2234 -3.9280
H -5.9104 2.7496 -4.1312
H -4.5591 1.5878 -4.4388
H -5.7255 -0.0058 -2.7614
H -4.2274 -1.8452 -1.4996
H -5.9975 -1.9558 -0.9807
H -4.7374 -1.7748 0.2404
O -0.4753 5.3383 -1.6480
H -0.6703 5.8454 -2.4671
H -1.2143 4.6650 -1.7362
O -0.8235 0.8888 -3.9719
H -1.4984 0.3260 -4.3529
H -0.2420 0.2419 -3.5168
O 2.1168 2.0595 2.0441
H 1.1210 1.9741 1.9573
H 2.3398 1.1504 2.2845
O -1.5489 2.8168 -2.1645
H -1.7121 2.4101 -1.2518
H -1.2083 2.0043 -2.6962
Cl 4.1441 8.0417 -1.8099
C 5.8215 7.7716 -1.8870
C 6.7259 8.6402 -2.4382
C 8.0780 8.2989 -2.5722
C 8.5283 7.0975 -1.9835
C 7.7066 6.1506 -1.4303
C 6.3210 6.4584 -1.2994
C 5.5229 5.4944 -0.7531
H 6.3809 9.5888 -2.8752
H 8.7801 9.0356 -2.9655
H 9.6121 6.9311 -1.9910
H 8.1485 5.1934 -1.0917
H 6.0463 4.5409 -0.4531
H 4.4617 5.7133 -0.4407
```

Summary:
* Kohn-Sham gap: 4.10 eV
* relative energy (zero: lowest compared OMol25 entry of this formula, charge and spin): 10.1 kcal per mole
* total charge: -2
* E: -235713.35832 eV
* max |F|: 3.89 eV Å⁻¹
* LUMO level: 3.50 eV

=====

C2H4AgO | ωB97M-V with the def2-TZVPD basis set

```
8
C2H4AgO ωB97M-V with the def2-TZVPD basis set
O 3.3002 0.0334 0.0138
Ag 1.5842 0.1624 -0.5435
C -0.7446 -0.7015 0.1447
C -0.8433 0.6345 0.0270
H -0.9638 -1.3599 -0.7000
H -0.4906 -1.1688 1.1000
H -1.1642 1.0912 -0.9147
H -0.6779 1.3088 0.8726
```

Summary:
* spin multiplicity: 2
* Kohn-Sham gap (spin up / spin down): 8.80 / 6.94 eV
* relative energy (zero: lowest compared OMol25 entry of this formula, charge and spin): 0.0 kcal per mole
* E: -8179.95756 eV
* ⟨S²⟩: 0.761
* max |F|: 3.48 eV Å⁻¹
* LUMO level (spin up / spin down): 0.04 / -1.21 eV

=====

> Which value of max |F| does entry 4 give?

3.48 eV Å⁻¹